[1]
Here is a structure of composition C34H32N3O6S at a distorted geometry from the Open Molecules 2025 dataset. Energies are from ωB97M-V/def2-TZVPD.

Element x y z (Å)
1 C 3.52 5.65 1.77
2 C 3.93 4.19 1.59
3 C 4.64 4.04 0.26
4 C 4.88 3.82 2.73
5 O 2.79 3.26 1.72
6 C 1.69 3.38 0.95
7 C 0.54 2.53 1.40
8 N -0.50 3.13 1.83
9 C -1.62 2.80 2.46
10 C -2.64 3.84 2.61
11 C -3.88 3.60 3.25
12 C -4.84 4.61 3.31
13 C -4.52 5.90 2.87
14 C -3.25 6.18 2.34
15 C -2.33 5.14 2.16
16 C -1.80 1.44 2.95
17 C -2.99 0.68 2.68
18 C -2.98 -0.67 2.85
19 C -1.69 -1.30 3.08
20 C -0.66 -0.53 3.73
21 C -0.72 0.83 3.64
22 O 1.61 4.12 -0.02
23 H 2.93 5.79 2.69
24 H 4.43 6.26 1.84
25 H 2.92 5.98 0.91
26 H 5.05 3.02 0.15
27 H 3.96 4.24 -0.57
28 H 5.49 4.74 0.19
29 H 5.22 2.78 2.61
30 H 5.76 4.47 2.75
31 H 4.35 3.92 3.69
32 H 0.73 1.45 1.41
33 H -4.08 2.62 3.67
34 H -5.83 4.38 3.69
35 H -5.27 6.68 2.94
36 H -2.99 7.19 2.03
37 H -1.36 5.32 1.69
38 H -3.87 1.19 2.27
39 H -3.83 -1.32 2.68
40 H -1.68 -2.38 3.20
41 H 0.15 -1.03 4.23
42 H 0.08 1.46 4.05
43 C -2.13 -6.81 -5.93
44 C -1.72 -5.46 -5.41
45 C -0.85 -4.65 -6.15
46 C -0.40 -3.43 -5.65
47 C -0.78 -3.04 -4.35
48 S -0.04 -1.59 -3.66
49 O 1.16 -1.32 -4.41
50 O -1.01 -0.58 -3.34
51 N 0.47 -2.07 -2.09
52 C 1.25 -3.21 -1.80
53 C 1.82 -4.14 -2.66
54 C 2.44 -5.28 -2.11
55 C 2.45 -5.47 -0.72
56 C 1.87 -4.52 0.14
57 C 1.31 -3.35 -0.40
58 C 0.55 -2.21 0.14
59 N -0.03 -2.12 1.39
60 O 0.35 -2.65 2.42
61 O -1.14 -1.43 1.35
62 C 0.07 -1.46 -0.92
63 C -1.75 -3.77 -3.65
64 C -2.18 -4.99 -4.17
65 H -2.88 -7.26 -5.27
66 H -2.56 -6.74 -6.93
67 H -1.27 -7.49 -5.98
68 H -0.51 -4.98 -7.13
69 H 0.28 -2.80 -6.23
70 H 1.81 -3.97 -3.73
71 H 2.90 -6.01 -2.76
72 H 2.91 -6.37 -0.31
73 H 1.83 -4.65 1.22
74 H -0.56 -0.60 -0.90
75 H -2.14 -3.39 -2.71
76 H -2.88 -5.60 -3.59

Its total charge is -1. The calculation puts the energy relative to the best compared isomer or geometry (same formula, charge and spin) at 0.00 kcal per mole. The HOMO-LUMO gap is 2.532 eV. The HOMO energy is -1.593 eV. The calculation puts the total energy at -2328.50113 Ha.

=====

[2]
Here is a structure of composition C34H32N6O2ReSbSe4Si from the Open Molecules 2025 dataset. Energies are from ωB97M-V/def2-TZVPD.

Element x y z (Å)
1 Re 0.92 -1.06 1.56
2 Se 5.01 1.26 4.34
3 Sb 3.94 -0.76 3.62
4 Se 1.32 -0.82 3.82
5 Se 3.32 -0.78 1.12
6 Se 4.78 -2.90 4.28
7 C 1.19 -2.09 -3.97
8 C 1.42 -2.46 -2.48
9 N 1.10 -1.33 -1.64
10 C 1.96 -0.20 -1.96
11 C 1.67 0.27 -3.41
12 N 0.67 -0.68 -4.00
13 C -0.62 -0.59 -3.25
14 C -0.31 -0.97 -1.78
15 H 0.45 -2.72 -4.46
16 H 2.12 -2.10 -4.55
17 H 2.45 -2.75 -2.31
18 H 0.78 -3.30 -2.19
19 H 3.00 -0.51 -1.85
20 H 1.77 0.59 -1.25
21 H 2.55 0.26 -4.05
22 H 1.22 1.26 -3.44
23 H 0.51 -0.41 -4.97
24 H -1.33 -1.27 -3.72
25 H -0.98 0.44 -3.35
26 H -0.93 -1.80 -1.48
27 H -0.52 -0.14 -1.12
28 O 0.48 0.57 0.64
29 Si -0.40 1.95 0.77
30 C 0.36 3.14 1.98
31 C 1.57 2.86 2.61
32 C 2.15 3.78 3.48
33 C 1.51 4.99 3.73
34 C 0.31 5.28 3.11
35 C -0.26 4.36 2.24
36 C -0.20 2.74 -0.95
37 C -1.19 2.94 -1.91
38 C -0.91 3.55 -3.13
39 C 0.38 3.98 -3.41
40 C 1.38 3.81 -2.46
41 C 1.09 3.19 -1.25
42 C -2.20 1.66 1.20
43 C -3.12 1.15 0.29
44 C -4.43 0.88 0.66
45 C -4.84 1.10 1.97
46 C -3.93 1.58 2.90
47 C -2.63 1.87 2.52
48 H 2.08 1.92 2.43
49 H 3.08 3.52 3.97
50 H 1.96 5.70 4.41
51 H -0.19 6.22 3.30
52 H -1.21 4.60 1.77
53 H -2.21 2.65 -1.70
54 H -1.70 3.70 -3.85
55 H 0.60 4.47 -4.35
56 H 2.38 4.17 -2.66
57 H 1.88 3.08 -0.51
58 H -2.82 0.91 -0.72
59 H -5.13 0.48 -0.07
60 H -5.86 0.87 2.27
61 H -4.24 1.73 3.93
62 H -1.93 2.24 3.26
63 O -1.21 -1.30 1.31
64 N -2.09 -1.75 2.13
65 C -3.16 -2.23 1.53
66 C -3.27 -2.30 0.11
67 N -3.33 -2.35 -1.04
68 C -4.26 -2.67 2.34
69 N -5.16 -3.05 2.94
70 N 1.33 -8.30 -0.40
71 C 1.26 -7.20 -0.06
72 C 1.16 -5.83 0.34
73 C 0.07 -5.07 -0.07
74 C -0.01 -3.74 0.30
75 C 0.98 -3.11 1.06
76 C 2.06 -3.91 1.48
77 C 2.14 -5.25 1.14
78 H -0.72 -5.53 -0.66
79 H -0.89 -3.19 0.00
80 H 2.85 -3.49 2.10
81 H 2.98 -5.83 1.49

Its total charge is -1. The expectation value of S² is 0.76. The calculation puts the energy relative to the best compared isomer or geometry (same formula, charge and spin) at 4.37 kcal per mole. The HOMO-LUMO gap (alpha / beta) is 5.146 / 5.010 eV. The HOMO energy (alpha / beta) is -4.440 / -4.304 eV. The calculation puts the total energy at -12007.71440 Ha. The spin multiplicity is 2.

=====

[3]
Here is a cluster of 2 separate species, C34H32NO2S in total at a distorted geometry from the Open Molecules 2025 dataset. Energies are from ωB97M-V/def2-TZVPD.

Element x y z (Å)
1 C 1.26 -2.21 -1.43
2 O 0.25 -3.04 -0.85
3 C -0.41 -2.61 0.26
4 C 0.39 -2.51 1.49
5 C 0.88 -1.25 1.90
6 C 1.64 -1.13 3.06
7 C 1.97 -2.28 3.79
8 C 1.55 -3.54 3.35
9 C 0.80 -3.67 2.19
10 C -1.63 -1.99 0.02
11 N -2.41 -1.27 0.90
12 C -2.13 -1.16 2.32
13 C -3.42 -0.55 0.31
14 C -4.30 0.32 1.14
15 C -3.52 -0.77 -1.03
16 C -4.57 -0.24 -1.93
17 S -2.27 -1.81 -1.61
18 H 1.72 -2.81 -2.20
19 H 0.78 -1.32 -1.86
20 H 2.00 -1.92 -0.67
21 H 0.62 -0.37 1.30
22 H 1.97 -0.14 3.40
23 H 2.56 -2.20 4.70
24 H 1.81 -4.44 3.91
25 H 0.48 -4.63 1.78
26 H -3.06 -0.92 2.84
27 H -1.74 -2.09 2.73
28 H -1.42 -0.34 2.52
29 H -5.00 0.85 0.49
30 H -4.91 -0.26 1.85
31 H -3.75 1.08 1.72
32 H -5.32 0.30 -1.35
33 H -4.18 0.43 -2.70
34 H -5.08 -1.07 -2.44
35 C -7.01 -5.73 -3.15
36 O -6.44 -5.48 -1.85
37 C -5.08 -5.44 -1.73
38 C -4.54 -5.31 -0.42
39 C -3.18 -5.29 -0.23
40 C -2.29 -5.40 -1.33
41 C -0.88 -5.61 -1.16
42 C 0.11 -5.42 -2.20
43 C 1.30 -6.13 -1.81
44 C 2.38 -6.25 -2.68
45 C 2.32 -5.60 -3.91
46 C 1.18 -4.87 -4.29
47 C 0.08 -4.77 -3.43
48 C 1.03 -6.79 -0.55
49 C -0.31 -6.48 -0.15
50 C -0.90 -7.21 0.89
51 C -0.15 -8.18 1.56
52 C 1.18 -8.44 1.18
53 C 1.77 -7.76 0.11
54 C -2.85 -5.51 -2.63
55 C -4.21 -5.54 -2.84
56 H -8.09 -5.71 -2.98
57 H -6.74 -4.95 -3.88
58 H -6.71 -6.71 -3.54
59 H -5.23 -5.26 0.42
60 H -2.77 -5.22 0.77
61 H 3.23 -6.86 -2.37
62 H 3.16 -5.67 -4.60
63 H 1.13 -4.38 -5.26
64 H -0.80 -4.19 -3.71
65 H -1.94 -7.04 1.15
66 H -0.61 -8.75 2.36
67 H 1.75 -9.20 1.72
68 H 2.78 -7.99 -0.25
69 H -2.20 -5.67 -3.48
70 H -4.61 -5.67 -3.85

Its total charge is +1. The calculation puts the energy relative to the best compared isomer or geometry (same formula, charge and spin) at 1.84 kcal per mole. The HOMO-LUMO gap is 3.411 eV. The HOMO energy is -8.634 eV. The calculation puts the total energy at -1917.93740 Ha.

=====

[4]
Here is a cluster of 3 separate species, C34H33BN3O4P in total at a distorted geometry from the Open Molecules 2025 dataset. Energies are from ωB97M-V/def2-TZVPD.

Element x y z (Å)
1 N 0.11 -3.63 -1.34
2 C -0.50 -2.63 -1.79
3 C -1.20 -2.58 -3.12
4 B -2.74 -2.49 -2.77
5 C -3.43 -3.67 -1.99
6 C -4.61 -4.29 -2.77
7 C -5.79 -4.65 -1.89
8 C -6.60 -3.50 -1.35
9 N -7.16 -2.62 -2.40
10 P -3.75 -0.91 -3.17
11 N -3.67 0.06 -1.89
12 H 0.06 -4.38 -2.04
13 H -0.60 -1.72 -1.22
14 H -1.01 -3.47 -3.71
15 H -0.90 -1.71 -3.69
16 H -3.75 -3.27 -1.03
17 H -2.67 -4.40 -1.81
18 H -4.25 -5.21 -3.21
19 H -4.90 -3.63 -3.58
20 H -6.42 -5.33 -2.45
21 H -5.41 -5.21 -1.04
22 H -7.40 -3.92 -0.76
23 H -6.01 -2.91 -0.66
24 H -8.17 -2.60 -2.30
25 H -6.88 -1.67 -2.21
26 H -5.06 -1.32 -3.48
27 H -3.29 -0.29 -4.34
28 H -3.10 -0.42 -1.19
29 C 2.95 3.47 5.72
30 C 1.65 3.95 5.58
31 C 0.72 3.22 4.85
32 C 1.09 2.02 4.26
33 C 2.40 1.55 4.39
34 C 3.32 2.28 5.13
35 C 2.83 0.29 3.73
36 O 3.96 -0.12 3.85
37 C 1.83 -0.46 2.91
38 C 2.21 -1.61 2.24
39 C 1.29 -2.32 1.49
40 C -0.02 -1.88 1.41
41 C -0.42 -0.73 2.07
42 C 0.51 -0.01 2.82
43 C 0.07 1.24 3.50
44 O -1.08 1.62 3.43
45 H 3.67 4.04 6.29
46 H 1.36 4.88 6.03
47 H -0.29 3.58 4.74
48 H 4.33 1.90 5.23
49 H 3.24 -1.94 2.31
50 H 1.60 -3.21 0.96
51 H -0.74 -2.44 0.82
52 H -1.44 -0.38 2.01
53 C 6.76 2.78 -1.65
54 C 6.62 3.87 -0.80
55 C 5.38 4.18 -0.26
56 C 4.28 3.40 -0.58
57 C 4.41 2.32 -1.45
58 C 5.66 2.01 -1.98
59 C 3.23 1.50 -1.84
60 O 3.35 0.55 -2.59
61 C 1.90 1.87 -1.28
62 C 0.79 1.15 -1.67
63 C -0.46 1.47 -1.15
64 C -0.59 2.51 -0.24
65 C 0.52 3.24 0.15
66 C 1.77 2.93 -0.38
67 C 2.95 3.74 0.02
68 O 2.85 4.65 0.82
69 H 7.73 2.54 -2.07
70 H 7.48 4.48 -0.56
71 H 5.27 5.02 0.40
72 H 5.76 1.16 -2.64
73 H 0.90 0.34 -2.37
74 H -1.34 0.91 -1.46
75 H -1.57 2.75 0.17
76 H 0.42 4.05 0.85

Its total charge is 0. Its SMILES is O=C1c2ccccc2C(=O)c2ccccc21.O=C1c2ccccc2C(=O)c2ccccc21.[H]/N=C\CB(CCCCN)[PH2]=N. The HOMO-LUMO gap is 8.248 eV. The HOMO energy is -9.045 eV. The calculation puts the total energy at -2146.83278 Ha.

=====

[5]
Here is a structure of composition C34H33BrIIrN2O2Si2 from the Open Molecules 2025 dataset. Energies are from ωB97M-V/def2-TZVPD.

Element x y z (Å)
1 Ir -0.10 -0.03 1.28
2 I -0.62 2.18 2.96
3 C -2.21 1.13 3.80
4 C -3.11 1.78 4.59
5 C -4.04 1.01 5.32
6 C -3.96 -0.35 5.29
7 C -3.00 -1.02 4.49
8 C -2.83 -2.42 4.57
9 C -1.85 -3.03 3.85
10 C -1.09 -2.28 2.93
11 C -1.25 -0.92 2.73
12 C -2.15 -0.27 3.64
13 H -3.09 2.85 4.69
14 H -4.78 1.51 5.93
15 H -4.63 -0.95 5.90
16 H -3.47 -2.99 5.24
17 H -1.68 -4.09 3.94
18 H -0.39 -2.83 2.31
19 C -0.40 2.94 -0.44
20 Si -1.46 1.40 -0.11
21 C -3.15 1.90 0.52
22 C -1.71 0.63 -1.80
23 C -2.11 1.31 -2.95
24 C -2.35 0.61 -4.13
25 C -2.18 -0.77 -4.17
26 C -1.77 -1.45 -3.03
27 C -1.54 -0.77 -1.84
28 Si -1.24 -1.55 -0.16
29 C -2.88 -2.30 0.33
30 C 0.10 -2.85 -0.45
31 H -1.01 3.67 -0.99
32 H 0.46 2.69 -1.06
33 H -0.03 3.44 0.45
34 H -3.70 2.26 -0.35
35 H -3.13 2.69 1.27
36 H -3.71 1.05 0.93
37 H -2.25 2.39 -2.94
38 H -2.68 1.14 -5.02
39 H -2.37 -1.31 -5.09
40 H -1.66 -2.53 -3.08
41 H -3.29 -2.77 -0.57
42 H -3.58 -1.52 0.63
43 H -2.83 -3.03 1.13
44 H -0.35 -3.69 -1.00
45 H 0.58 -3.27 0.43
46 H 0.88 -2.42 -1.08
47 C 2.01 -1.02 3.73
48 O 1.82 -0.58 2.37
49 C 2.92 -0.23 1.63
50 C 4.21 -0.29 2.11
51 C 5.27 0.02 1.26
52 Br 7.03 -0.06 1.94
53 C 5.05 0.37 -0.04
54 C 3.74 0.43 -0.53
55 C 2.64 0.16 0.30
56 O 1.40 0.26 -0.15
57 C 3.45 0.72 -1.92
58 N 2.21 0.70 -2.38
59 C 2.21 0.98 -3.74
60 C 1.19 1.07 -4.67
61 C 1.55 1.35 -5.97
62 C 2.90 1.54 -6.33
63 C 3.92 1.45 -5.41
64 C 3.55 1.16 -4.10
65 N 4.29 0.99 -2.93
66 H 2.45 -0.22 4.31
67 H 2.64 -1.91 3.74
68 H 1.02 -1.26 4.10
69 H 4.42 -0.59 3.13
70 H 5.89 0.58 -0.69
71 H 1.50 0.49 -1.64
72 H 0.15 0.92 -4.38
73 H 0.79 1.43 -6.73
74 H 3.14 1.76 -7.36
75 H 4.95 1.59 -5.69
76 H 5.29 1.05 -2.85

Its total charge is +1. The expectation value of S² is 0.76. The calculation puts the energy relative to the best compared isomer or geometry (same formula, charge and spin) at 0.00 kcal per mole. The HOMO-LUMO gap (alpha / beta) is 7.328 / 6.299 eV. The HOMO energy (alpha / beta) is -10.239 / -10.274 eV. The calculation puts the total energy at -5130.33296 Ha. The spin multiplicity is 2.

=====

[6]
Here is a structure of composition C34H33F4N3O10PtS3Si from the Open Molecules 2025 dataset. Energies are from ωB97M-V/def2-TZVPD.

Element x y z (Å)
1 Pt 0.49 0.81 0.03
2 O 2.39 0.34 -0.56
3 N 2.82 1.19 -1.51
4 C 3.77 0.71 -2.34
5 C 4.36 1.52 -3.27
6 C 3.96 2.86 -3.34
7 C 2.97 3.32 -2.50
8 C 2.37 2.47 -1.56
9 S 1.08 2.97 -0.54
10 H 4.00 -0.33 -2.18
11 H 5.11 1.11 -3.92
12 H 4.40 3.52 -4.07
13 H 2.62 4.34 -2.55
14 O -1.34 1.53 0.34
15 Si -2.74 1.72 1.09
16 C -2.99 3.59 1.27
17 C -4.27 4.14 1.37
18 C -4.46 5.51 1.54
19 C -3.37 6.36 1.61
20 C -2.09 5.84 1.50
21 C -1.91 4.48 1.33
22 C -2.95 1.00 2.82
23 C -3.60 1.70 3.84
24 C -3.92 1.12 5.06
25 C -3.60 -0.21 5.28
26 C -2.97 -0.95 4.29
27 C -2.65 -0.35 3.07
28 C -4.22 1.15 0.09
29 C -5.09 0.15 0.52
30 C -6.18 -0.24 -0.25
31 C -6.41 0.36 -1.47
32 C -5.56 1.36 -1.93
33 C -4.48 1.74 -1.15
34 H -5.13 3.49 1.29
35 H -5.47 5.91 1.61
36 H -3.52 7.43 1.74
37 H -1.23 6.50 1.54
38 H -0.90 4.09 1.23
39 H -3.86 2.75 3.67
40 H -4.42 1.70 5.83
41 H -3.85 -0.68 6.22
42 H -2.74 -2.00 4.43
43 H -2.29 -2.01 2.17
44 H -4.91 -0.35 1.47
45 H -6.83 -1.04 0.10
46 H -7.25 0.05 -2.09
47 H -5.72 1.82 -2.89
48 H -3.82 2.53 -1.50
49 F -4.07 -2.54 -3.67
50 C -3.04 -1.75 -3.34
51 C -1.93 -2.24 -2.79
52 N -0.86 -1.44 -2.47
53 C 0.38 -2.04 -1.98
54 C 0.66 -2.16 -0.47
55 O 1.24 -3.18 -0.14
56 O 0.33 -1.22 0.36
57 C -0.92 -0.09 -2.66
58 O 0.03 0.66 -2.41
59 N -2.08 0.39 -3.18
60 C -3.20 -0.33 -3.60
61 O -4.14 0.21 -4.13
62 H -1.83 -3.29 -2.55
63 H 1.22 -1.48 -2.42
64 H 0.42 -3.06 -2.35
65 H -2.15 1.40 -3.23
66 F -6.34 -4.69 1.96
67 C -5.15 -4.53 2.56
68 F -4.83 -5.70 3.14
69 F -5.32 -3.64 3.55
70 S -3.86 -3.99 1.37
71 O -2.75 -3.67 2.26
72 O -3.66 -5.18 0.56
73 O -4.46 -2.86 0.70
74 C 1.69 -1.49 3.35
75 C 1.21 -0.09 3.71
76 S 1.60 1.09 2.38
77 O -2.07 -1.05 2.08
78 C 0.75 2.57 3.00
79 C 1.70 3.74 3.20
80 H 1.45 -2.17 4.17
81 H 2.77 -1.51 3.19
82 H 1.20 -1.84 2.44
83 H 1.72 0.30 4.59
84 H 0.14 -0.07 3.87
85 H 0.26 2.29 3.93
86 H -0.04 2.81 2.29
87 H 2.48 3.49 3.93
88 H 1.16 4.61 3.55
89 H 2.19 4.00 2.26

Its total charge is -1. The expectation value of S² is 0.75. The HOMO-LUMO gap (alpha / beta) is 7.086 / 6.646 eV. The HOMO energy (alpha / beta) is -5.656 / -5.661 eV. The calculation puts the total energy at -4235.13377 Ha. The spin multiplicity is 2.